[1]
The following is a quantum chemistry calculation of 2 unconnected molecules or ions with the total composition C4H13N in a non-equilibrium geometry, from OMol25.

Properties
Net charge = 0
Gap between HOMO and LUMO = 9.67 eV
SMILES = CCN.CC
HOMO energy = -8.6 eV

Element x y z (Å)
N (-3.270, 0.309, 0.711)
C (4.389, -0.545, 1.408)
C (4.353, 0.270, 0.134)
C (-3.357, -0.594, -0.387)
C (-3.768, 0.322, -1.693)
H (3.637, -0.100, -0.594)
H (-4.601, -0.188, -2.311)
H (-4.173, -1.279, -0.558)
H (-3.476, 1.313, 0.660)
H (-2.342, -1.009, -0.512)
H (3.336, -0.712, 1.685)
H (4.716, 0.083, 2.241)
H (4.862, -1.459, 1.100)
H (-2.870, 0.584, -2.253)
H (4.109, 1.291, 0.517)
H (5.280, 0.457, -0.378)
H (-4.076, 1.273, -1.263)
H (-2.748, -0.016, 1.493)

natural (NBO) atomic charge list, values in e, 4 entries:
1. N -0.887
2. C -0.615
3. C -0.603
4. C -0.209

[2]
The following is a quantum chemistry calculation of a molecular structure, C19H23NO4S in a non-equilibrium geometry, from OMol25.

Properties
Net charge = 0
Gap between HOMO and LUMO = 8.45 eV
HOMO energy = -8.2 eV

Element x y z (Å)
S (1.045, 2.391, -0.116)
O (-1.383, -1.990, 0.795)
O (5.216, 0.359, -0.206)
O (0.716, 3.605, 0.699)
O (0.743, 1.123, 0.711)
N (3.177, -0.073, 0.782)
C (-0.269, -2.312, 0.225)
C (0.829, -1.890, 0.738)
C (-3.793, 0.510, 0.005)
C (-2.001, 0.367, -1.232)
C (-0.329, 2.227, -1.318)
C (1.991, -2.855, -0.916)
C (-3.410, 1.541, 0.448)
C (-5.151, 0.025, 0.479)
C (-0.289, -3.079, -1.151)
C (-3.123, -0.037, -1.163)
C (3.689, 2.086, 0.096)
C (0.824, -3.212, -1.600)
C (-1.552, -1.284, 2.068)
C (3.289, -1.418, 0.822)
C (2.061, -2.107, 0.042)
C (2.534, 2.247, -0.696)
C (4.176, 0.456, 0.148)
C (-2.209, 2.424, -0.074)
C (-1.501, 1.677, -0.924)
H (0.771, -3.543, -2.692)
H (-1.099, -3.261, -1.448)
H (-1.311, -0.043, -2.082)
H (4.452, 2.841, 0.066)
H (0.270, 1.501, -1.931)
H (-3.957, 2.237, 1.255)
H (-0.287, 3.149, -2.034)
H (-5.379, 0.366, 1.525)
H (2.458, 0.135, 1.306)
H (0.943, -1.495, 1.795)
H (4.134, -1.917, 0.246)
H (-5.129, -1.194, 0.478)
H (-1.070, -1.904, 2.884)
H (2.650, 1.313, -1.502)
H (-1.972, 3.184, 0.420)
H (-0.955, -0.330, 1.824)
H (3.320, -1.956, 2.053)
H (2.962, -3.029, -1.580)
H (3.303, 2.460, 1.215)
H (-5.999, 0.027, -0.177)
H (2.630, 3.188, -1.241)
H (-2.529, -1.270, 2.215)
H (-3.487, -1.242, -1.258)

natural (NBO) atomic charge list, values in e, 4 entries:
1. S 2.115
2. O -0.519
3. O -0.523
4. O -0.926

[3]
The following is a quantum chemistry calculation of a molecular structure, C37H36Cl3IrN13O6S in a non-equilibrium geometry, from OMol25.

Properties
Net charge = +2
2S+1 = 6
Gap between HOMO and LUMO (spin up / spin down) = 7.58 / 4.90 eV
HOMO energy (spin up / spin down) = -12.4 / -12.4 eV

Element x y z (Å)
Ir (-0.759, -0.903, 0.688)
Cl (0.218, 6.533, -3.604)
Cl (4.590, 3.454, -3.477)
Cl (-4.317, 0.843, -5.534)
S (-2.346, -1.398, -5.534)
O (-0.042, -3.129, 3.362)
O (-1.535, -2.565, 4.796)
O (-2.029, 2.897, -4.517)
O (2.458, 0.526, -1.350)
O (0.981, -0.983, -1.027)
O (1.009, 0.749, 0.199)
N (-3.915, -2.069, 1.590)
N (0.695, -3.750, 0.777)
N (1.040, -1.145, 2.123)
N (1.515, 0.105, -0.745)
N (-0.426, -3.125, 0.416)
N (-1.901, -2.287, 2.629)
N (-1.569, 0.603, -1.065)
N (-2.104, 2.544, -1.954)
N (-3.870, -3.048, 3.663)
N (-3.306, -1.425, 0.513)
N (-1.443, 0.762, 2.072)
N (-0.428, 1.378, 2.695)
N (-1.123, -2.691, 3.663)
C (2.155, -0.334, 5.510)
C (-2.690, 0.446, -1.825)
C (2.302, 4.849, -3.563)
C (4.497, -2.106, 1.409)
C (1.501, 0.872, 5.778)
C (2.101, 2.441, -3.632)
C (1.654, 1.584, 7.073)
C (1.160, -0.462, 3.279)
C (-1.232, 1.873, -1.184)
C (-3.036, 1.644, -2.373)
C (-0.440, 0.267, -5.953)
C (-0.539, 2.717, 2.586)
C (-2.221, 1.727, 1.588)
C (2.888, 3.589, -3.563)
C (0.504, -5.086, 0.811)
C (5.535, -4.203, 0.481)
C (2.076, -1.882, 1.658)
C (-2.720, 0.292, -5.661)
C (-1.634, 2.566, -5.845)
C (-1.684, 2.982, 1.868)
C (0.924, 4.957, -3.644)
C (-1.600, 1.064, -5.883)
C (-1.389, 3.947, -3.833)
C (-1.336, -4.066, 0.204)
C (-0.800, -5.330, 0.444)
C (-3.208, -2.447, 2.676)
C (3.398, -1.387, 1.797)
C (4.353, -3.381, 0.849)
C (1.931, -3.131, 0.998)
C (0.114, 3.818, -3.737)
C (3.061, -3.844, 0.625)
C (0.643, 1.365, 4.800)
C (1.989, -0.976, 4.314)
C (-0.684, -1.062, -5.774)
C (-2.020, 3.905, -2.410)
C (0.456, 0.735, 3.579)
C (0.728, 2.569, -3.707)
H (2.784, -0.774, 6.267)
H (3.510, -0.400, 2.219)
H (-3.138, -0.511, -1.988)
H (-4.857, -3.230, 3.606)
H (0.196, 3.379, 2.997)
H (5.908, -3.917, -0.504)
H (5.286, -5.261, 0.439)
H (5.483, -1.687, 1.538)
H (2.459, -1.931, 4.142)
H (0.083, 2.264, 5.014)
H (6.340, -4.046, 1.195)
H (-3.138, 1.500, 1.081)
H (-3.398, -3.192, 4.548)
H (-0.385, 2.334, -0.716)
H (2.549, 1.264, 7.598)
H (0.541, 0.669, -6.126)
H (-3.849, 1.920, -3.009)
H (0.112, 1.683, -3.758)
H (1.265, -5.771, 1.126)
H (-2.074, 3.940, 1.594)
H (0.026, -1.865, -5.787)
H (-4.908, -2.278, 1.557)
H (2.567, 1.469, -3.602)
H (-1.288, -6.281, 0.367)
H (-2.378, 2.958, -6.551)
H (-1.635, 4.917, -4.291)
H (-2.331, -3.834, -0.114)
H (-3.028, 4.323, -2.459)
H (2.943, -4.802, 0.144)
H (0.792, 1.371, 7.708)
H (1.690, 2.662, 6.930)
H (-0.653, 2.978, -6.091)
H (2.912, 5.736, -3.501)
H (-1.409, 4.490, -1.723)
H (-3.400, -1.966, -0.344)
H (-3.704, -0.497, 0.382)

Löwdin atomic charge list, values in e, 4 entries:
1. Ir 1.582
2. Cl 0.755
3. Cl 0.733
4. Cl 0.716

[4]
The following is a quantum chemistry calculation of C18H39NO2 in the gas phase, from OMol25.

Properties
Net charge = 0
Gap between HOMO and LUMO = 10.30 eV
SMILES = CCCCCCCCCCCCCCC[C@@H](O)[C@H](N)CO
HOMO energy = -9.5 eV

Element x y z (Å)
O (-0.995, 2.219, 2.024)
O (-4.656, 2.594, -0.258)
N (-2.520, 1.013, -1.146)
C (-0.411, -1.877, 0.384)
C (3.486, 2.208, -0.010)
C (-2.447, 1.703, 0.134)
C (-2.434, -3.132, -0.522)
C (-1.064, -3.237, 0.153)
C (3.996, -0.174, -0.861)
C (2.033, -2.499, -0.011)
C (0.998, -1.957, 0.974)
C (-3.506, -2.490, 0.358)
C (-4.849, -2.420, -0.359)
C (-0.303, 3.125, -0.125)
C (2.036, 2.174, -0.492)
C (1.183, 3.212, 0.234)
C (-1.006, 1.990, 0.632)
C (3.478, -2.298, 0.455)
C (3.934, -0.839, 0.512)
C (-3.328, 2.954, 0.014)
C (4.421, 1.295, -0.808)
H (-2.020, 1.533, -1.859)
H (-0.790, 4.068, 0.136)
H (3.517, 1.937, 1.047)
H (-1.453, 3.047, 2.206)
H (-2.336, -2.557, -1.447)
H (0.982, -2.583, 1.869)
H (-0.412, 2.976, -1.201)
H (-2.913, 1.044, 0.878)
H (1.286, -0.952, 1.285)
H (-3.346, 3.519, 0.950)
H (4.929, -0.804, 0.963)
H (-0.360, -1.343, -0.571)
H (1.894, -2.019, -0.982)
H (4.140, -2.846, -0.221)
H (3.265, -0.278, 1.164)
H (-5.599, -1.962, 0.280)
H (3.860, 3.231, -0.091)
H (3.586, -2.738, 1.450)
H (-2.105, 0.090, -1.080)
H (1.285, 3.076, 1.313)
H (1.620, 1.181, -0.317)
H (-5.191, -3.416, -0.632)
H (-1.033, -1.294, 1.066)
H (3.025, -0.241, -1.351)
H (-3.205, -1.480, 0.638)
H (-2.766, -4.136, -0.797)
H (1.554, 4.210, -0.013)
H (5.421, 1.360, -0.371)
H (-4.763, -1.826, -1.266)
H (4.711, -0.718, -1.484)
H (4.486, 1.670, -1.833)
H (-4.617, 1.887, -0.917)
H (1.868, -3.569, -0.155)
H (2.006, 2.366, -1.568)
H (-0.414, -3.844, -0.481)
H (-3.611, -3.072, 1.276)
H (-2.943, 3.604, -0.787)
H (-0.430, 1.065, 0.510)
H (-1.171, -3.752, 1.110)

natural (NBO) atomic charge list, values in e, 4 entries:
1. O -0.716
2. O -0.721
3. N -0.853
4. C -0.399

[5]
The following is a quantum chemistry calculation of a gas-phase ion, H2NO3S (charge -1) in a non-equilibrium geometry, from OMol25.

Properties
Net charge = -1
Gap between HOMO and LUMO = 8.40 eV
SMILES = NS(=O)(=O)[O-]
HOMO energy = -4.2 eV

Element x y z (Å)
S (1.904, -0.220, 0.034)
O (2.251, -1.049, 1.198)
O (2.448, -0.558, -1.240)
O (1.905, 1.807, 0.129)
N (0.110, -0.346, -0.060)
H (-0.249, 0.209, -0.806)
H (-0.074, 0.181, 0.828)

natural (NBO) atomic charge list, values in e, 4 entries:
1. S 2.219
2. O -0.959
3. O -0.967
4. O -0.983

[6]
The following is a quantum chemistry calculation of C2H4N2 in the gas phase in a non-equilibrium geometry, from OMol25.

Properties
Net charge = 0
Gap between HOMO and LUMO = 10.77 eV
SMILES = CC1N=N1
HOMO energy = -10.3 eV

Element x y z (Å)
N (-2.405, 0.089, -0.522)
N (-2.103, -0.561, 0.512)
C (-1.193, 0.472, 0.197)
C (0.131, -0.004, -0.322)
H (0.036, -1.036, -0.020)
H (0.379, 0.089, -1.374)
H (-1.127, 1.436, 0.799)
H (0.880, 0.578, 0.203)

natural (NBO) atomic charge list, values in e, 4 entries:
1. N -0.057
2. N -0.083
3. C -0.043
4. C -0.655

Computed values of energy above the lowest of the compared OMol25 structures with the same formula, charge and spin (unit: kcal/mol) for the preceding records, in sequence: 30.84 425.39 5.15 3.09 75.81 58.57.
Computed values of DFT total energy (unit: eV) for the preceding records, in sequence: -5847.294 -40574.255 -121827.051 -24884.633 -18498.980 -5116.420.